C45H96BINO18 | ωB97M-V/def2-TZVPD

* energy: -95321.749 eV
* LUMO level: 1.704 eV
* total charge: -1
* Kohn-Sham gap: 6.68 eV

The geometry in XYZ format:
```
162
Properties=species:S:1:pos:R:3:forces:R:3:mulliken_charge:R:1
C -7.986800 -4.048213 -7.448576 -0.79 -0.34 -0.26 -0.5784
O -6.735476 -3.484471 -7.981744 -0.79 -0.53 1.94 -0.3598
C -5.838523 -3.032571 -6.881188 -0.34 0.65 -0.11 -0.2398
C -5.701716 -1.385883 -6.996632 0.01 -0.46 -0.58 -0.5417
C -4.143953 -0.875405 -7.003998 -0.17 0.68 0.66 -0.6615
C -3.244580 -1.438198 -5.752628 0.25 0.67 0.52 -0.3143
C -2.162988 -0.261020 -5.317580 0.07 -0.11 -0.43 -0.1387
C -0.623436 -0.809105 -5.148588 0.76 0.88 0.46 -0.7896
C -0.162764 -1.063944 -3.581447 -0.04 0.12 -0.49 0.1805
C -0.026225 0.381072 -2.750374 -1.00 -0.57 -0.46 -0.1955
C 0.566962 0.197277 -1.230508 0.09 0.40 0.46 -0.1445
C -0.180337 1.186288 -0.107622 1.57 0.09 0.21 -0.1775
B -1.661324 0.569899 0.248953 0.05 -0.37 -0.83 1.4170
O -1.803042 -0.527742 1.224979 -2.46 -0.72 0.21 -0.4968
C -3.282318 -0.776568 1.173664 0.89 -1.43 1.51 -0.1870
C -3.687060 -2.189115 0.446402 0.20 -0.73 -0.20 -0.6673
C -2.483451 -2.904112 -0.406115 0.70 0.34 -0.28 1.0601
O -3.119173 -3.932135 -1.283586 1.27 1.48 -0.52 -0.6493
C -1.323730 -3.628777 0.506444 0.47 1.15 -0.27 -0.2708
N -0.432800 -4.442205 -0.443379 0.17 0.27 0.80 -0.7012
C -4.017333 0.627998 0.682339 2.98 -0.09 0.25 0.7522
C -4.914541 1.035576 1.992568 -0.31 0.66 -0.08 -0.8903
C -6.137457 0.004184 2.348775 0.10 0.18 7.92 0.3461
O -6.406096 -0.187516 3.669736 1.59 0.99 -8.66 -0.6268
I -7.409855 -1.069987 0.931745 0.69 0.65 0.74 0.0051
C -4.669034 0.707453 -0.819904 -2.68 1.56 0.26 -0.3803
C -5.924235 1.978290 -0.800879 -0.66 1.66 -1.95 0.6303
C -5.313103 3.574687 -1.051963 1.59 -2.44 -0.56 -0.9129
O -6.172981 2.698912 -2.155132 1.70 -3.83 4.52 -0.4041
O -2.775916 1.469188 0.618679 -2.87 0.47 0.44 -0.6687
H -8.662237 -4.443444 -8.343469 1.70 0.95 1.74 0.2103
H -8.634340 -3.247781 -6.869900 1.41 -1.46 -1.03 0.2539
H -7.777650 -4.962185 -6.747095 -0.32 1.70 -1.18 0.2610
H -6.371120 -3.319784 -5.874140 1.43 0.48 -1.78 0.2756
H -4.789118 -3.572865 -7.011757 -2.28 1.15 0.36 0.1611
H -6.370952 -0.882824 -6.154748 1.75 -0.95 -1.63 0.2589
H -6.188829 -1.084331 -8.026322 0.93 -0.68 2.02 0.2783
H -3.574415 -1.084178 -8.018855 -1.39 0.22 1.99 0.1863
H -4.178028 0.310182 -6.890170 0.07 -2.53 -0.26 0.3296
H -2.644760 -2.422658 -5.979302 -1.30 1.87 0.17 0.2910
H -3.919360 -1.659961 -4.804055 1.22 0.42 -2.06 0.1423
H -2.591373 0.239767 -4.347529 1.15 -0.92 -1.73 -0.0734
H -2.117896 0.597579 -6.142306 -0.30 -1.95 1.66 0.3464
H 0.082126 0.061564 -5.553671 -1.36 -1.92 0.77 0.2999
H -0.392688 -1.771460 -5.800662 -0.75 1.96 1.29 0.3054
H -0.986885 -1.769953 -3.100407 1.74 1.56 -0.69 -0.2843
H 0.865857 -1.660333 -3.582525 -2.10 1.29 0.07 0.2441
H -1.137325 0.815515 -2.731834 2.46 -0.89 0.29 -0.2088
H 0.596289 1.166667 -3.398822 -1.07 -1.84 1.44 0.3984
H 1.735440 0.403129 -1.258420 -2.33 -0.38 0.03 0.3707
H 0.439891 -0.900777 -0.792252 0.09 2.11 -1.26 -0.1223
H 0.524652 1.143734 0.842652 -1.16 0.49 -1.78 -0.3805
H -0.264065 2.291637 -0.521551 0.38 -2.13 0.84 0.0679
H -1.958900 0.022954 -0.769982 -0.57 -0.29 -1.46 -0.7060
H -3.527172 -0.978713 2.321308 0.14 0.67 -2.36 0.3927
H -4.622900 -2.099357 -0.267588 2.01 -0.09 1.37 0.0720
H -4.007706 -2.959592 1.299548 0.68 1.59 -1.83 0.1691
H -1.910462 -2.158700 -1.140880 -1.40 -1.18 1.94 -0.7774
H -2.676290 -3.808034 -2.174457 -0.80 -0.45 1.75 0.4026
H -0.587972 -2.825460 0.994775 -2.31 -1.39 -0.66 0.0993
H -1.835493 -4.291244 1.335689 1.17 1.08 -1.79 0.3613
H 0.126217 -3.801403 -1.066520 -0.84 -0.70 1.16 0.2436
H 0.251846 -4.966629 0.144561 -0.68 0.69 -0.76 0.2506
H -5.393667 2.122596 1.935222 0.83 -2.27 -0.12 0.3379
H -4.208946 1.057098 2.955238 -1.61 -0.29 -2.28 0.2690
H -5.307632 -0.220707 -1.137228 1.38 1.64 0.63 0.2797
H -3.932280 1.031831 -1.668824 -1.23 -0.74 2.04 -0.0343
H -6.867620 1.834766 0.016292 2.56 0.73 -2.66 0.0611
H -4.245715 3.109785 -0.777313 -1.19 0.14 -1.35 0.2323
H -4.896228 4.039571 -2.019283 -0.98 1.03 1.90 0.3785
C 6.372782 2.235219 2.483479 -0.42 -0.12 -0.13 -0.9300
O 5.326755 1.538444 3.144473 0.53 0.35 0.43 -0.1238
C 5.699482 1.019322 4.419265 -0.67 0.08 -0.04 -0.2027
C 4.612643 1.287779 5.467836 0.06 -0.10 0.06 -0.4235
O 4.427540 2.659701 5.827225 0.01 -0.19 -0.31 -0.4866
C 3.904461 3.532399 4.822551 -0.30 0.09 0.01 -0.2267
C 2.453539 3.258585 4.400691 0.42 -0.37 -0.17 -0.6350
O 2.351192 2.030658 3.681567 0.06 0.19 0.73 -0.1395
C 1.270813 1.212459 4.096787 -0.02 -0.06 -0.42 -0.9589
H 6.967860 1.535987 1.892575 0.25 0.09 -0.05 0.2820
H 5.915039 2.965548 1.810076 0.02 -0.17 0.00 0.2506
H 7.011337 2.783448 3.183911 0.01 -0.10 0.02 0.3945
H 6.650549 1.435879 4.767798 -0.03 0.11 -0.09 0.3842
H 5.820766 -0.063175 4.303075 0.07 0.02 0.35 0.1518
H 4.915534 0.780381 6.392715 0.11 0.20 -0.08 0.4399
H 3.661420 0.832462 5.185335 0.13 0.08 -0.27 0.0757
H 4.567086 3.572457 3.960306 -0.12 -0.21 -0.16 -0.0061
H 3.938050 4.532986 5.262485 -0.10 -0.07 0.17 0.4446
H 2.116926 4.056023 3.729834 0.03 0.22 0.16 0.3587
H 1.807935 3.251500 5.294140 0.16 -0.04 -0.19 0.3883
H 1.088581 1.279507 5.174014 0.02 0.09 0.01 0.4599
H 1.525740 0.174457 3.865746 -0.05 0.12 -0.10 0.2105
H 0.369147 1.487022 3.542750 -0.13 -0.13 0.14 0.3614
C -10.372142 -0.826948 4.271765 -0.22 0.30 0.18 -0.6707
O -10.354295 0.497509 4.783701 0.16 -0.22 -0.50 -0.3204
C -9.098637 1.155408 4.628779 -0.35 0.41 -0.08 0.0776
C -9.282827 2.592734 4.125828 0.19 -0.08 0.15 -0.4130
O -9.771990 2.720271 2.787902 -0.32 -0.14 0.23 -0.4795
C -11.111781 2.287102 2.539085 -0.02 0.19 -0.04 -0.2316
C -12.210997 3.120548 3.213776 0.40 -0.33 0.14 -0.5097
O -12.195232 2.941226 4.629056 0.22 0.58 -0.19 -0.2809
C -12.299639 4.150828 5.360517 -0.06 -0.45 0.08 -0.8239
H -10.044537 -1.526624 5.043346 0.12 -0.19 -0.10 0.2919
H -11.403202 -1.064750 3.994738 0.03 0.03 0.12 0.2581
H -9.754188 -0.931400 3.373914 0.07 0.00 0.12 0.2084
H -8.435442 0.614227 3.945537 -0.23 0.03 0.13 -0.2095
H -8.625649 1.182977 5.616470 0.26 0.13 -0.08 0.4309
H -8.294280 3.069564 4.123615 -0.08 -0.18 -0.17 0.5137
H -9.888711 3.184352 4.814913 -0.11 -0.23 0.02 0.0366
H -11.224617 1.227900 2.761584 -0.10 0.02 0.28 0.0460
H -11.247633 2.373642 1.457468 0.06 0.20 0.01 0.4279
H -13.189463 2.783802 2.855348 0.02 0.04 -0.27 0.3776
H -12.081833 4.181937 2.945680 0.01 -0.24 0.10 0.3284
H -11.783425 4.980673 4.867562 -0.06 -0.03 -0.05 0.3871
H -11.828583 3.997119 6.335346 -0.11 -0.06 -0.07 0.2354
H -13.353902 4.397640 5.512035 -0.01 0.24 0.03 0.2919
C 9.216589 -0.237780 -3.483040 0.29 0.18 0.00 -0.6544
O 9.528430 1.133011 -3.282366 -0.50 -0.26 0.34 -0.3219
C 8.392649 1.941764 -2.983317 0.54 0.27 0.17 -0.4939
C 8.685304 2.904181 -1.825346 -0.18 0.05 -0.10 -0.2905
O 8.870598 2.291952 -0.546113 0.27 -0.05 -0.26 -0.4032
C 10.031182 1.474168 -0.376237 0.12 0.10 0.12 -0.0781
C 11.374234 2.217571 -0.417216 -0.39 -0.12 -0.34 -0.6285
O 11.652920 2.701841 -1.729937 -0.20 0.44 0.43 -0.2756
C 12.113798 4.041906 -1.759856 0.03 -0.33 -0.28 -0.8308
H 8.965665 -0.410813 -4.531518 -0.15 -0.16 -0.03 0.3257
H 10.105556 -0.823437 -3.231800 -0.05 0.09 -0.09 0.2249
H 8.401728 -0.575561 -2.834335 0.01 0.03 -0.06 0.2304
H 7.513248 1.336568 -2.738541 0.11 -0.07 0.03 0.3068
H 8.167927 2.526137 -3.882216 -0.22 0.16 0.09 0.3901
H 7.811837 3.559263 -1.713465 0.01 -0.25 0.07 0.4219
H 9.519081 3.569597 -2.057689 0.06 -0.24 -0.14 0.0616
H 10.020478 0.636502 -1.070747 0.15 0.11 -0.20 -0.0236
H 9.929003 1.029810 0.617717 -0.03 0.18 0.08 0.4088
H 12.178277 1.523628 -0.150340 -0.08 -0.08 0.25 0.3861
H 11.359214 3.040757 0.315753 -0.02 -0.15 -0.20 0.3396
H 11.638691 4.662180 -0.993268 0.04 -0.06 0.04 0.3857
H 11.858942 4.464424 -2.735735 0.08 -0.11 0.04 0.2370
H 13.200402 4.058502 -1.640029 0.04 0.22 0.09 0.2932
C 7.111601 -6.323233 0.915644 -0.31 0.29 0.23 -0.8240
O 7.129447 -4.998777 1.427580 0.43 -0.24 -0.58 -0.2594
C 8.385105 -4.340877 1.272658 -0.51 0.42 0.11 -0.6428
C 8.200915 -2.903552 0.769708 0.11 0.02 0.02 0.0501
O 7.711752 -2.776015 -0.568219 -0.05 -0.16 0.31 -0.4623
C 6.371960 -3.209183 -0.817036 -0.27 0.20 -0.04 -0.3036
C 5.272746 -2.375737 -0.142346 0.33 -0.33 0.23 -0.4712
O 5.288509 -2.555059 1.272934 0.37 0.35 -0.35 -0.3487
C 5.184103 -1.345457 2.004396 -0.18 -0.30 0.06 -0.8387
H 7.439205 -7.022909 1.687225 0.11 -0.19 -0.09 0.2874
H 6.080540 -6.561034 0.638617 0.08 0.03 0.13 0.2371
H 7.729554 -6.427685 0.017793 0.05 0.02 0.08 0.3797
H 9.048300 -4.882057 0.589416 -0.12 -0.04 -0.05 0.3619
H 8.858094 -4.313308 2.260348 0.23 0.14 -0.04 0.3817
H 9.189462 -2.426722 0.767494 -0.05 -0.16 -0.16 0.4041
H 7.595030 -2.311933 1.458792 -0.12 -0.28 0.02 -0.1473
H 6.259125 -4.268384 -0.594537 -0.08 0.02 0.26 0.0383
H 6.236109 -3.122643 -1.898653 0.07 0.19 0.02 0.4590
H 4.294278 -2.712484 -0.500773 0.04 0.06 -0.28 0.4139
H 5.401909 -1.314348 -0.410441 -0.02 -0.23 0.10 0.2568
H 5.700317 -0.515613 1.511442 -0.12 -0.04 -0.03 0.2316
H 5.655159 -1.499166 2.979226 -0.11 -0.15 -0.15 0.2831
H 4.129840 -1.098644 2.155913 0.07 0.29 0.02 0.4216
```
Forces are in eV/Å.